Record 1
The following is a quantum chemistry calculation of a structure of composition C2H4Br2N at a distorted geometry, from OMol25.

```
9
Properties=species:S:1:pos:R:3:forces:R:3
C 0.788 0.288 -0.691 -2.483 1.891 0.540
C -2.045 1.093 1.730 -0.775 -0.027 0.131
N 0.261 -0.324 0.263 -0.705 0.362 1.473
Br -2.729 2.302 0.509 0.728 -1.189 0.889
Br -0.926 1.637 3.061 -0.701 -0.549 -0.955
H 0.435 1.336 -0.830 0.935 -0.556 -0.201
H 1.245 -0.271 -1.421 1.820 -0.575 -1.919
H -2.546 0.059 1.773 1.145 1.558 -0.175
H 0.547 -1.282 0.254 0.038 -0.915 0.217
```
Positions in Å, forces in eV/Å.

**Relative energy (zero: lowest compared OMol25 entry of this formula, charge and spin)**: 217.6 kJ/mol
**Energy**: -5280.99490 a.u.
**HOMO**: -14.31 eV
**Charge**: +1

Record 2
The following is a quantum chemistry calculation of the ion C2H4Br2NO with charge +1 at a distorted geometry, from OMol25.

```
10
Properties=species:S:1:pos:R:3:forces:R:3
N -0.535 0.048 1.008 2.428 2.523 1.756
C 0.558 0.000 -0.033 -0.118 -1.684 -0.593
Br 1.553 -1.813 0.311 -0.968 2.226 -0.475
Br 1.518 1.648 0.293 0.119 -0.769 -0.504
C -0.181 -0.091 -1.510 3.111 0.440 0.506
O -1.340 -0.260 -1.543 -0.769 -0.076 -0.057
H -1.186 -0.705 1.037 -0.795 -0.910 -0.284
H -0.965 0.991 0.859 -0.374 -1.005 0.247
H -0.002 0.149 1.955 -1.346 -0.501 -1.704
H 0.582 0.034 -2.378 -1.287 -0.244 1.108
```
Positions in Å, forces in eV/Å.

**Relative energy (zero: lowest compared OMol25 entry of this formula, charge and spin)**: 5.6 kJ/mol
**Energy**: -5356.31659 a.u.
**HOMO**: -15.14 eV
**Charge**: +1

Record 3
The following is a quantum chemistry calculation of a structure of composition C2H4Br2O2 at a distorted geometry, from OMol25.

```
10
Properties=species:S:1:pos:R:3:forces:R:3
C 0.156 -0.487 1.143 -0.315 1.714 -2.856
C 0.071 0.136 -0.658 -1.445 -3.467 5.755
O 1.211 -0.283 -1.116 1.516 0.365 -1.160
O -0.279 1.383 -0.802 -2.170 1.067 0.800
Br -0.836 0.826 2.124 -0.062 0.094 0.370
Br -1.381 -1.351 -1.190 -0.080 0.867 -0.614
H -0.427 -1.403 1.163 0.515 0.075 0.060
H 1.204 -0.513 1.472 -0.495 -0.028 -0.205
H 1.359 0.088 -1.989 0.281 0.078 -0.549
H -1.079 1.604 -0.147 2.255 -0.766 -1.600
```
Positions in Å, forces in eV/Å.

**Relative energy (zero: lowest compared OMol25 entry of this formula, charge and spin)**: 117.9 kJ/mol
**Energy**: -5377.06288 a.u.
**HOMO**: -9.51 eV
**Charge**: 0